Formula: C34H35N5O12Sr2
Source: the Open Molecules 2025 dataset
Level of theory: ωB97M-V/def2-TZVPD

Calculated values
Largest force on an atom in eV Å⁻¹: 4.4
Kohn-Sham gap in hartree: 0.1498
E in eV: -69488.0651
Lowest unoccupied orbital energy in eV: -8.6304

Geometry as ORCA input:
```
! RIJCOSX wB97M-V def2-TZVPD def2/J DEFGRID3
* xyz 2 1
Sr -0.8754 -3.5516 9.8655
Sr -0.3237 -5.2431 13.1599
C -3.7221 -7.9197 14.0950
C -2.2767 -8.2416 14.3799
O -1.3802 -7.1810 14.5677
H -4.2606 -7.4272 14.9040
H -4.2020 -8.8453 13.7756
H -3.7752 -7.2171 13.2540
H -1.8222 -8.8118 13.5567
H -2.2493 -8.9080 15.2534
C -1.8258 -8.2290 10.4473
C -1.4909 -6.8680 9.8754
O -0.7188 -5.9355 10.6071
H -1.9737 -8.2197 11.5289
H -0.9480 -8.8608 10.2988
H -2.6896 -8.5898 9.8953
H -2.4260 -6.3204 9.6505
H -1.2205 -6.9391 8.8077
C -5.6701 -6.5476 10.2186
C -5.5846 -5.9216 11.4537
C -6.7029 -5.5504 12.1565
C -7.9475 -5.5639 11.5491
C -8.0890 -6.3082 10.3720
C -6.9478 -6.8301 9.7405
N -9.0961 -4.9624 12.2467
O -8.8747 -4.1067 13.0787
O -10.1693 -5.4366 11.9567
H -4.7275 -6.7732 9.7359
H -4.5967 -5.7126 11.8468
H -6.5279 -4.9470 13.0397
H -9.0248 -6.4780 9.8610
H -7.2121 -7.3913 8.8541
C 1.7150 -8.0868 5.3567
C 2.1898 -8.7642 6.4836
C 1.3222 -9.4943 7.2645
C 0.0009 -9.6601 6.8566
C -0.4886 -9.0039 5.7315
C 0.3625 -8.1500 5.0486
N -0.8106 -10.6148 7.5719
O -0.5706 -10.8458 8.7467
O -1.7124 -11.1468 6.9663
H 2.4379 -7.5110 4.7949
H 3.2563 -8.7385 6.6639
H 1.6840 -10.1148 8.0738
H -1.5297 -8.9984 5.4413
H 0.0146 -7.6307 4.1652
C -3.6835 -12.6573 9.7271
C -4.8590 -13.2865 9.2763
C -5.9827 -12.5332 8.9754
C -5.8902 -11.1421 8.9631
C -4.6873 -10.5528 9.3218
C -3.5350 -11.2914 9.6521
N -7.0449 -10.2952 8.6467
O -6.8124 -9.1072 8.4691
O -8.1453 -10.7757 8.6449
H -2.8106 -13.2490 9.9752
H -4.8678 -14.3649 9.2261
H -6.9334 -13.0077 8.7718
H -4.5857 -9.4761 9.3703
H -2.6375 -10.7230 9.8194
C 4.3865 -6.0379 8.2881
C 3.2012 -6.4108 8.9151
C 1.9703 -6.1179 8.3691
C 1.8850 -5.3760 7.2013
C 3.0633 -4.9083 6.6291
C 4.3124 -5.2016 7.1859
N 0.5586 -4.9726 6.6950
O 0.3475 -5.0225 5.5228
O -0.2749 -4.5614 7.5099
H 5.3460 -6.1882 8.7639
H 3.2424 -6.8209 9.9165
H 1.0817 -6.5056 8.8550
H 2.9516 -4.2356 5.7863
H 5.1619 -4.6331 6.8352
C -7.5079 -2.0151 7.9360
C -6.7918 -2.0784 6.7438
C -5.5627 -2.7139 6.6961
C -5.0531 -3.3351 7.8458
C -5.7052 -3.2151 9.0473
C -6.9190 -2.5366 9.0865
N -3.7330 -3.9646 7.7697
O -3.1559 -4.1232 8.8661
O -3.2805 -4.3122 6.7258
H -8.4466 -1.4914 8.0445
H -7.2166 -1.7088 5.8207
H -4.9946 -2.6509 5.7784
H -5.3510 -3.6387 9.9759
H -7.4498 -2.3700 10.0144
*
```



Formula: C34H36AuN4PS2
Source: the Open Molecules 2025 dataset
Level of theory: ωB97M-V/def2-TZVPD

Calculated values
Largest force on an atom in eV Å⁻¹: 0.9
Kohn-Sham gap in hartree: 0.2094
E in eV: -76452.4625
Lowest unoccupied orbital energy in eV: -0.9491

Geometry as ORCA input:
```
! RIJCOSX wB97M-V def2-TZVPD def2/J DEFGRID3
* xyz 0 1
Au -0.1249 0.7011 0.1948
C 1.0127 3.1249 -2.2840
C -0.0997 4.0852 -1.9191
C -0.7217 3.7115 -0.5741
N -1.2666 2.3488 -0.4781
C -2.5186 2.0804 -0.8052
C -3.3484 3.0390 -1.4262
C -4.7049 3.0348 -1.6999
C -5.6418 2.0197 -1.5724
C -5.3615 0.7278 -1.1849
C -4.1786 0.1610 -0.7223
C -2.9369 0.7368 -0.4287
N -1.9971 0.0595 0.2321
C -2.2072 -1.2241 0.8767
C -1.6207 -1.2231 2.2792
C -0.1421 -1.5010 2.2676
N 0.6256 -0.3927 1.7255
C 1.5974 0.2663 2.3661
C 1.8553 0.0732 3.7299
C 2.8382 0.5903 4.5652
C 3.9077 1.4127 4.2842
C 4.2168 1.9243 3.0345
C 3.5449 1.8220 1.8270
C 2.3479 1.1651 1.4781
N 1.8328 1.2101 0.2491
C 2.5764 1.7292 -0.9136
C 2.1867 3.1497 -1.2986
H 1.3717 3.3196 -3.2937
H 0.5809 2.1210 -2.3152
H -0.8600 4.0494 -2.7060
H 0.2601 5.1197 -1.8526
H -1.5009 4.4299 -0.3208
H 0.0292 3.7910 0.2106
H -2.8420 3.9563 -1.6933
H -5.0811 3.9671 -2.1086
H -6.6622 2.2416 -1.8613
H -6.1899 0.0309 -1.2595
H -4.2411 -0.8976 -0.5238
H -1.7443 -2.0128 0.2732
H -3.2630 -1.4385 0.9513
H -2.1203 -1.9807 2.8822
H -1.8104 -0.2531 2.7484
H 0.0506 -2.3743 1.6430
H 0.1800 -1.7573 3.2671
H 1.1530 -0.5767 4.2280
H 2.7471 0.2844 5.6020
H 4.5631 1.6747 5.1055
H 5.1143 2.5338 2.9918
H 4.0007 2.3776 1.0226
H 2.3666 1.0550 -1.7465
H 3.6382 1.6510 -0.7149
H 3.0363 3.6768 -1.7354
H 1.9365 3.6837 -0.3724
S 0.9175 -2.2269 -5.1864
P 0.0486 -0.6767 -4.3460
S 0.1541 -0.6698 -2.3251
C -1.6667 -0.5271 -4.9554
C -2.7502 -0.3490 -4.1102
C -4.0423 -0.2348 -4.6334
C -4.2449 -0.2950 -6.0046
C -3.1582 -0.4766 -6.8592
C -1.8767 -0.5970 -6.3375
C 0.7897 0.8833 -4.9660
C 2.1705 0.9432 -5.1567
C 2.7690 2.1153 -5.6141
C 1.9912 3.2345 -5.9026
C 0.6150 3.1825 -5.7184
C 0.0171 2.0138 -5.2432
H -2.5738 -0.3071 -3.0425
H -4.8882 -0.0988 -3.9662
H -5.2496 -0.2105 -6.4105
H -3.3136 -0.5318 -7.9337
H -1.0277 -0.7575 -6.9921
H 2.7614 0.0538 -4.9632
H 3.8459 2.1509 -5.7610
H 2.4571 4.1436 -6.2781
H 0.0038 4.0526 -5.9420
H -1.0567 1.9831 -5.0914
*
```



Formula: C34H36Cl2F3N8Nd
Source: the Open Molecules 2025 dataset
Level of theory: ωB97M-V/def2-TZVPD

Calculated values
Largest force on an atom in eV Å⁻¹: 2.8
Kohn-Sham gap (spin up / spin down) in hartree: 0.2564 / 0.2634
E in eV: -96224.4821
Lowest unoccupied orbital energy (spin up / spin down) in eV: -5.3923 / -5.2073

Geometry as ORCA input:
```
! RIJCOSX wB97M-V def2-TZVPD def2/J DEFGRID3
* xyz 2 4
Nd 0.2953 0.2443 0.4412
C -0.9899 3.3284 2.0289
C -1.2483 2.3222 3.1661
C 0.0471 1.8323 3.6916
C 0.5417 2.3058 4.9050
C 1.8215 1.9473 5.3109
C 2.5836 1.1113 4.4759
C 2.0012 0.6246 3.3061
N 0.7558 0.9817 2.9168
N -1.0932 2.6709 0.6780
C -2.5014 2.3818 0.3069
C -2.5513 1.5185 -0.9500
C -3.7793 1.3472 -1.5503
C -3.8756 0.6330 -2.7346
C -2.6985 0.0149 -3.2397
C -1.5043 0.1650 -2.5332
N -1.4357 0.8759 -1.3879
C -0.5002 3.5583 -0.3337
C 0.9881 3.6479 -0.2842
C 1.6015 4.5200 -1.1836
C 2.9627 4.7101 -1.0742
C 3.6877 3.8718 -0.1860
C 2.9987 2.9769 0.5878
N 1.6824 2.7687 0.4632
H 0.0192 3.7738 2.0452
H -1.7402 4.1437 2.0487
H -1.8832 1.4701 2.8519
H -1.8216 2.8075 3.9686
H -0.0555 2.9648 5.4985
H 2.2353 2.3086 6.2558
H 3.5701 0.8332 4.7509
H 2.5468 -0.0380 2.6194
H -3.0429 3.3452 0.1704
H -2.9858 1.8427 1.1279
H -4.6365 1.8119 -1.1054
H -4.8208 0.4649 -3.2305
H -2.7392 -0.5898 -4.1443
H -0.5499 -0.2170 -2.8652
H -0.9502 4.5745 -0.2137
H -0.7521 3.2134 -1.3371
H 0.9964 5.1399 -1.8194
H 3.4654 5.4426 -1.6391
H 4.7553 3.9401 -0.1377
H 3.5053 2.3713 1.3563
F -6.9423 -6.4161 1.0178
C -6.5834 -5.7750 2.1717
F -7.7219 -5.2114 2.6606
F -6.1650 -6.7283 3.0499
C -5.5274 -4.7277 1.9902
C -5.7929 -3.6127 1.1913
C -4.8834 -2.5839 1.1008
C -3.6089 -2.6816 1.7818
C -3.3537 -3.8028 2.6030
C -4.2769 -4.8153 2.6343
C -2.6815 -1.5885 1.6631
C -1.7979 -0.7453 1.4636
H -6.7211 -3.5408 0.6563
H -5.1202 -1.7152 0.5155
H -2.4326 -3.8836 3.1902
H -4.0467 -5.7075 3.2000
Cl 1.2083 -2.3643 1.8410
C 0.8662 -3.7007 0.6513
Cl 0.1494 -2.8474 -0.7425
H 0.1693 -4.3840 1.1439
H 1.8044 -4.1730 0.3989
C 4.6675 -2.8491 -3.7454
C 5.0190 -1.4079 -4.1924
C 4.2550 -0.9035 -5.4332
C 5.0148 -0.4036 -3.0580
N 3.7719 -0.2215 -2.3482
C 2.5267 0.1181 -2.7964
N 1.7374 0.3000 -1.7231
N 2.5165 0.0284 -0.6517
N 3.7268 -0.2539 -0.9973
H 4.7800 -3.6170 -4.5506
H 3.6012 -2.9401 -3.3742
H 5.3295 -3.1896 -2.9277
H 6.0600 -1.3781 -4.5118
H 3.1637 -1.0801 -5.3315
H 4.5848 -1.4538 -6.3502
H 4.4828 0.1558 -5.5761
H 5.2790 0.6047 -3.4716
H 5.8060 -0.7329 -2.3513
H 2.2307 0.2670 -3.8135
*
```



Formula: C34H36ClF4N5PS
Source: the Open Molecules 2025 dataset
Level of theory: ωB97M-V/def2-TZVPD

Calculated values
Largest force on an atom in eV Å⁻¹: 3.6
Kohn-Sham gap in hartree: 0.2175
E in eV: -86799.4543
Lowest unoccupied orbital energy in eV: -5.0319

Geometry as ORCA input:
```
! RIJCOSX wB97M-V def2-TZVPD def2/J DEFGRID3
* xyz 1 1
C 6.5975 1.8747 1.5099
C 5.7496 1.3142 0.3249
C 6.2795 0.3389 -0.6430
C 5.3998 -0.1506 -1.7179
C 4.0282 0.3369 -1.8096
C 3.4690 1.3274 -0.8607
C 1.9998 1.7930 -1.1023
C 1.0818 1.7826 0.1712
Cl 1.4912 2.8282 1.6012
C 0.5850 0.4238 0.7654
N -0.7077 0.4239 0.9064
P -1.8114 -0.8022 1.5739
S -2.3403 -0.4827 3.4065
C -1.4043 1.6561 0.4379
C -0.2834 2.4116 -0.3579
C -0.4614 3.9659 -0.4366
F 0.6844 4.6549 -0.7592
F -1.0072 4.5149 0.7209
C -1.5001 4.2662 -1.6141
F -0.8095 4.2002 -2.8238
F -1.8645 5.5979 -1.4750
C 4.3587 1.7980 0.1892
H 7.6526 1.4814 1.4951
H 6.5612 2.9908 1.5817
H 6.1320 1.4765 2.4575
H 7.3402 -0.0052 -0.5644
H 5.7955 -0.9003 -2.4464
H 3.4024 -0.0490 -2.6566
H 2.0342 2.7755 -1.6385
H 1.5513 1.0532 -1.8316
H 1.1360 -0.4850 1.1054
H -1.3021 -2.1395 1.4578
H -3.0161 -0.7758 0.7916
H -2.2304 1.3258 -0.2535
H -1.9392 2.2014 1.2687
H -0.3828 2.0289 -1.4186
H -2.3782 3.5740 -1.6070
H 4.0205 2.5581 0.9262
N 4.7606 -0.5655 2.7529
C 3.9458 -0.3128 3.7843
C 3.4233 -1.2929 4.6136
C 3.7600 -2.6137 4.3595
C 4.6009 -2.9011 3.2958
C 5.0722 -1.8464 2.5290
H 3.7088 0.7353 3.9413
H 2.7706 -1.0296 5.4358
H 3.3717 -3.4097 4.9840
H 4.8853 -3.9198 3.0668
H 5.7358 -2.0206 1.6880
N -1.8168 -4.8128 1.4839
C -2.9993 -5.3390 1.1383
C -3.1622 -6.6401 0.6930
C -2.0387 -7.4451 0.5943
C -0.8025 -6.9233 0.9442
C -0.7461 -5.6110 1.3814
H -3.8494 -4.6710 1.2295
H -4.1432 -7.0128 0.4302
H -2.1247 -8.4684 0.2488
H 0.0964 -7.5220 0.8795
H 0.1980 -5.1598 1.6697
N -6.5174 -4.4295 1.4660
C -6.6222 -3.5268 2.4485
C -7.8297 -3.0629 2.9445
C -8.9993 -3.5581 2.3902
C -8.9178 -4.4926 1.3704
C -7.6605 -4.8939 0.9485
H -5.6796 -3.1663 2.8487
H -7.8539 -2.3333 3.7432
H -9.9640 -3.2198 2.7495
H -9.8092 -4.9012 0.9132
H -7.5460 -5.6257 0.1559
N 0.9140 5.2590 -6.7240
C 0.1223 5.1802 -5.6495
C -0.7764 6.1686 -5.2793
C -0.8582 7.3072 -6.0653
C -0.0466 7.4128 -7.1831
C 0.8160 6.3659 -7.4675
H 0.2260 4.2721 -5.0655
H -1.3948 6.0507 -4.3999
H -1.5472 8.1036 -5.8094
H -0.0821 8.2868 -7.8201
H 1.4685 6.4006 -8.3334
*
```



M (g mol⁻¹)
880.92 792.77 828.86 689.18